(1)
ORCA calculation (wB97M-V/def2-TZVPD) on the molecule FOPS in a non-equilibrium geometry.

Last column: Mulliken charge in e.
Element x y z (Å)
1 O -0.0089 0.2934 -2.0835  -0.2419
2 F -0.3512 -0.1845 2.6864  -0.2969
3 P 0.8544 -0.4735 -1.2952  0.5833
4 S -0.2650 0.1127 0.9535  -0.0445

Computed properties:
* HOMO energy: -9.4 eV
* charge: 0
* SMILES string: O=PSF
* LUMO energy: -2.01 eV
* Kohn-Sham gap: 7.44 eV

---

(2)
ORCA calculation (wB97M-V/def2-TZVPD) on a structure of composition FV in a non-equilibrium geometry.

Last column: Mulliken spin population.
Element x y z (Å)
1 V -0.9262 0.5037 -0.1687  3.0374
2 F 0.9262 -0.5037 0.1687  -0.0374

Computed properties:
* HOMO energy (spin up / spin down): -17.0 / -17.3 eV
* charge: +1
* LUMO energy (spin up / spin down): -8.19 / -7.90 eV
* spin multiplicity: 4
* Kohn-Sham gap (spin up / spin down): 8.84 / 9.40 eV
* <S²>: 3.764

---

Question: Look up the charge of the second one.
Answer: +1

---

Copy entry 2 word for word.
ORCA calculation (wB97M-V/def2-TZVPD) on a structure of composition FV in a non-equilibrium geometry.

Last column: Mulliken spin population.
Element x y z (Å)
1 V -0.9262 0.5037 -0.1687  3.0374
2 F 0.9262 -0.5037 0.1687  -0.0374

Computed properties:
* HOMO energy (spin up / spin down): -17.0 / -17.3 eV
* charge: +1
* LUMO energy (spin up / spin down): -8.19 / -7.90 eV
* spin multiplicity: 4
* Kohn-Sham gap (spin up / spin down): 8.84 / 9.40 eV
* <S²>: 3.764

---

Copy entry 1 word for word.
ORCA calculation (wB97M-V/def2-TZVPD) on the molecule FOPS in a non-equilibrium geometry.

Last column: Mulliken charge in e.
Element x y z (Å)
1 O -0.0089 0.2934 -2.0835  -0.2419
2 F -0.3512 -0.1845 2.6864  -0.2969
3 P 0.8544 -0.4735 -1.2952  0.5833
4 S -0.2650 0.1127 0.9535  -0.0445

Computed properties:
* HOMO energy: -9.4 eV
* charge: 0
* SMILES string: O=PSF
* LUMO energy: -2.01 eV
* Kohn-Sham gap: 7.44 eV